Version i
57
Properties=species:S:1:pos:R:3 method="wB97M-V/def2-TZVPD" spin_multiplicity=1 lumo_energy_ev=-0.521 e_homo_ev=-10.086
H -3.570 -1.992 -1.748
H 3.065 -1.384 -1.873
O -2.319 -0.344 3.334
H 0.824 2.621 -2.005
H 1.094 3.665 -0.254
H -1.358 -3.407 3.322
H -1.687 -0.011 0.906
H 1.794 1.610 2.059
H 1.695 -1.178 0.360
H 1.127 0.558 2.976
O -0.071 2.270 -2.440
H -2.334 -4.300 -0.576
H -2.049 -0.955 3.985
H 0.476 0.495 -1.060
O -3.595 -2.715 -2.376
H 0.917 -1.169 1.807
O -2.294 -0.584 -2.204
H -3.498 -2.031 -3.100
O -1.917 2.542 2.959
H -2.688 0.216 -1.896
H 4.152 2.121 1.926
H -2.806 2.165 -0.945
H 5.364 0.695 -0.214
O 0.772 -1.211 0.859
H -1.055 -1.177 0.253
H -1.412 -0.546 -1.767
H 3.819 0.054 -1.576
O 1.169 1.044 -0.647
H -0.975 -4.001 0.319
O -2.725 3.081 -1.100
H -2.397 0.428 3.942
H 1.125 0.859 0.333
H 3.905 -2.935 0.081
O 1.564 0.602 2.048
H -3.481 3.452 -0.615
H -4.140 -0.602 -1.180
H 4.763 -0.434 0.372
O 3.298 2.589 2.066
O 1.092 0.542 -3.659
O -4.159 0.066 -0.499
H 3.388 3.415 1.584
H -3.405 -0.317 0.134
H -0.626 2.993 -2.741
H 1.952 2.488 -0.543
H 0.276 0.476 -4.035
O 3.193 -3.092 -0.504
H -2.212 1.670 2.843
O -1.693 -0.489 0.075
O 4.472 0.506 0.144
O 3.545 -0.685 -2.189
O 1.987 3.511 -0.572
H -2.154 3.365 2.579
O -1.874 -4.317 0.299
H 1.104 1.376 -3.324
H 0.178 -3.551 3.442
H 3.191 -4.047 -0.266
O -0.667 -3.387 3.985



Version ii
57
Properties=species:S:1:pos:R:3 method="wB97M-V/def2-TZVPD" spin_multiplicity=1 lumo_energy_ev=-0.387 e_homo_ev=-10.077
H -3.382 -1.123 1.536
O -2.423 -0.197 -4.381
O -3.184 1.466 0.273
H -3.117 -0.734 -3.961
O 0.989 1.302 0.647
O -2.655 -1.377 -2.057
H 3.064 0.414 3.214
H 0.942 -2.349 1.440
O -1.052 3.093 -3.043
H -1.844 0.477 4.190
H -1.691 -1.373 -2.041
O 2.274 -0.050 -2.236
H 0.595 -3.640 -2.021
H -0.028 0.242 -1.075
H 1.820 1.517 1.098
H -2.905 -1.311 -1.124
H -1.650 2.472 1.471
O -1.026 -3.516 0.805
H 1.990 3.038 -2.062
H -3.029 2.391 0.044
H -2.140 -0.453 1.218
O -2.024 -0.453 4.012
O -0.257 0.873 -1.826
H -3.820 1.068 -0.327
H 0.090 1.107 -4.178
H 0.994 1.789 -0.189
O 0.281 0.303 -4.665
H -0.243 -3.322 0.275
O -1.847 2.766 2.371
H 3.504 -1.664 2.241
O 1.431 -1.779 2.036
H -1.025 1.018 -1.227
O 2.748 3.370 -1.581
H -0.623 -0.036 -4.662
H 0.825 -1.631 2.765
H -1.117 3.556 -2.216
O -0.050 1.671 4.083
O 0.374 -1.229 -0.211
H 0.148 2.487 4.546
H -2.718 2.333 2.391
O 3.701 0.900 2.676
H 1.220 -0.873 0.097
H 3.294 2.774 -1.071
O 1.345 -3.177 -1.623
H -0.395 2.392 -2.872
H -0.974 1.533 3.928
H 0.708 -1.950 -0.795
O 4.404 -1.910 2.528
O -2.786 -1.026 0.780
H 4.463 -2.612 1.860
H -0.949 -4.471 0.657
H 1.969 -3.068 -2.336
H 2.011 -0.290 -1.343
H -1.806 -0.887 4.845
H 4.479 0.327 2.735
H 3.229 -0.198 -2.172
H -2.131 0.017 -3.467



Relative calculated energies, zero for the most stable structure, unit kcal/mol: version i 52.6; version ii 0.0.



Version i
46
Properties=species:S:1:pos:R:3 method="wB97M-V/def2-TZVPD" spin_multiplicity=1 lumo_energy_ev=1.815 e_homo_ev=-2.697 charge=-1
O 3.324 -1.977 1.987
C -4.218 4.228 -0.714
C 3.222 0.645 -4.086
C -4.343 2.733 -0.896
H -5.686 -0.656 1.863
C 4.532 -0.033 -4.411
C 4.660 0.869 -2.364
O -5.673 2.490 -0.455
C -1.354 -0.832 1.539
H -2.441 -2.488 0.722
H -3.545 4.693 -1.431
O -7.573 3.695 -0.658
H 0.050 -2.401 2.118
H -3.994 -0.679 3.074
C 5.407 -2.112 1.066
O 3.344 0.861 -2.678
H -1.147 -0.634 0.488
O 3.773 -3.187 3.844
C 4.168 -1.251 1.112
H -2.331 -2.504 2.470
F 3.572 -1.153 -0.099
H 2.353 0.033 -4.309
H 4.330 -0.248 1.509
O 5.095 1.123 -1.293
C -2.478 -1.854 1.610
O -5.562 4.673 -0.921
H -4.722 -2.473 2.292
H 3.131 1.604 -4.596
C 4.126 -2.678 2.837
C -6.390 3.620 -0.671
H 6.318 -1.542 0.900
H -4.615 -1.686 0.345
O 5.413 0.527 -3.453
O 5.404 -2.706 2.366
H -3.921 0.085 1.107
H -4.244 2.395 -1.930
H 0.769 -0.767 1.828
H -0.155 -1.090 3.267
C -0.079 -1.331 2.213
F -1.667 0.371 2.179
F 4.973 0.276 -5.656
H 4.520 -1.118 -4.298
P -4.303 -1.175 1.710
F -3.465 2.066 -0.130
H -3.899 4.477 0.298
H 5.323 -2.891 0.306



Version ii
46
Properties=species:S:1:pos:R:3 method="wB97M-V/def2-TZVPD" spin_multiplicity=1 lumo_energy_ev=1.747 e_homo_ev=-2.679 charge=-1
O -2.388 -2.934 3.939
C -0.793 0.195 4.436
C 2.400 -2.662 -4.864
C 1.476 2.868 -1.440
H 0.692 -1.344 -5.184
C -5.470 -2.581 2.629
O 2.511 -0.555 -5.724
F -6.587 -3.340 2.555
C -1.531 0.634 5.654
H 2.605 1.874 1.357
H 0.388 3.223 -1.707
H 2.267 1.381 -3.256
C 0.205 1.974 5.262
H 1.237 2.978 -3.901
C 1.463 1.448 -0.620
H 1.951 3.732 -0.768
O 2.895 -2.734 -6.186
H 2.622 4.249 -3.071
F 2.675 0.596 -0.854
H 3.297 2.750 -4.299
H 3.236 -2.728 -4.160
H -0.128 -0.660 4.597
H 1.055 0.818 1.546
F 1.803 -0.775 -3.611
O 3.511 -1.129 -7.694
P 2.440 2.810 -3.108
H 0.477 0.887 -0.918
C -4.644 -2.730 1.397
C 1.732 -1.330 -4.842
H -4.881 -1.975 0.643
H -4.737 -3.722 0.942
H 3.658 2.652 -2.306
O -3.329 -2.562 1.888
O 1.052 2.839 5.410
H -1.764 -0.200 6.322
C -3.371 -2.874 3.219
H 1.704 -3.480 -4.661
H -5.737 -1.546 2.867
H 0.923 2.771 1.292
O -4.645 -3.103 3.645
H -2.459 1.166 5.419
O -0.619 1.529 6.259
F -1.649 -0.072 3.424
C 3.017 -1.444 -6.625
O -0.032 1.329 4.085
C 1.470 1.776 1.012



Relative calculated energies, zero for the most stable structure, unit kcal/mol: version i 0.0; version ii 41.4.